(1)
The following is a quantum chemistry calculation of 7 unconnected molecules or ions with the total composition C11H16Cl20, from the OMol25 dataset.

Calculated values
- LUMO level: 0.185 eV
- E_tot: -262115.3153 eV
- HOMO energy: -10.62 eV
- SMILES string: ClC(Cl)(Cl)Cl.ClC(Cl)(Cl)Cl.ClC(Cl)(Cl)Cl.ClCCCl.ClCCCl.ClCCCl.ClCCCl
- Net charge: 0
- Frontier orbital gap: 10.80 eV

Each line ends with the Löwdin charge.
Geometry (Å):
Cl 0.06 -0.01 7.23  0.5312
C -0.46 -1.29 6.15  -2.0769
Cl 0.79 -2.53 6.06  0.5155
Cl -1.96 -2.00 6.74  0.5294
Cl -0.71 -0.62 4.53  0.5053
Cl -3.83 0.57 -1.42  0.5396
C -4.80 1.25 -0.10  -2.0487
Cl -4.61 0.27 1.34  0.5411
Cl -4.24 2.90 0.22  0.5236
Cl -6.49 1.29 -0.60  0.5345
Cl 6.28 2.80 1.03  0.5348
C 5.04 1.63 1.43  -2.0668
Cl 4.03 1.36 0.00  0.5239
Cl 5.80 0.11 1.90  0.5416
Cl 4.05 2.24 2.74  0.5417
Cl 2.82 -2.21 -0.82  0.5517
C 2.81 -3.32 0.57  -0.6575
C 3.50 -2.73 1.77  -0.6667
Cl 2.54 -1.47 2.57  0.5556
H 3.33 -4.24 0.31  0.0777
H 1.78 -3.57 0.78  0.0664
H 4.44 -2.27 1.48  0.0196
H 3.72 -3.50 2.51  0.0769
Cl -4.37 -1.63 -4.24  0.5410
C -3.69 -2.64 -2.94  -0.6948
C -4.73 -3.51 -2.29  -0.6560
Cl -5.97 -2.58 -1.43  0.5325
H -3.19 -2.00 -2.22  -0.0155
H -2.94 -3.28 -3.39  0.0758
H -4.24 -4.14 -1.55  0.0730
H -5.23 -4.14 -3.02  0.0671
Cl 0.25 2.11 1.48  0.5427
C 0.41 0.82 0.25  -0.6760
C -0.75 -0.10 0.42  -0.6709
Cl -0.73 -1.38 -0.82  0.5601
H 1.35 0.31 0.45  -0.0071
H 0.46 1.30 -0.72  0.0217
H -1.70 0.42 0.35  0.0054
H -0.71 -0.61 1.38  0.0441
Cl 0.22 3.72 -2.06  0.5586
C 1.54 3.83 -3.26  -0.6431
C 1.69 5.22 -3.83  -0.6713
Cl 0.22 5.78 -4.64  0.5405
H 1.35 3.09 -4.03  0.0714
H 2.45 3.57 -2.71  0.0662
H 2.49 5.23 -4.56  0.0718
H 1.93 5.93 -3.04  0.0692

=====

(2)
The following is a quantum chemistry calculation of a molecular structure, C32H33F3N6O3PtS2Si at a distorted geometry, from the OMol25 dataset.

Calculated values
- LUMO level (spin up / spin down): 4.316 / 4.315 eV
- E_tot: -89753.1363 eV
- ⟨S²⟩: 2.0064
- Energy above the lowest of the compared OMol25 structures with the same formula, charge and spin: 91.7 kJ/mol
- HOMO energy (spin up / spin down): -1.54 / -2.26 eV
- Multiplicity: 3
- Net charge: -2
- Frontier orbital gap (spin up / spin down): 5.86 / 6.58 eV

Each line ends with the Löwdin charge.
Geometry (Å):
Pt -0.05 -0.07 0.44  0.9496
N 5.37 -2.11 -5.39  0.0799
C 5.04 -1.53 -4.17  -0.3347
C 5.19 -0.16 -3.96  -0.0468
C 4.84 0.41 -2.75  -0.0641
C 4.33 -0.39 -1.74  -0.2631
C 4.15 -1.74 -1.94  -0.0463
C 4.52 -2.32 -3.14  -0.0336
S 3.94 0.28 -0.12  0.6091
O 4.21 -0.79 0.81  -0.3082
O 4.75 1.47 0.08  -0.3372
N 2.34 0.57 -0.15  -0.1160
C 1.90 1.76 -0.48  -0.5040
N 0.57 1.94 -0.24  -0.0483
C 0.05 3.15 -0.32  -0.1622
C 0.82 4.24 -0.70  -0.0787
C 2.12 3.94 -1.10  -0.1580
N 2.65 2.74 -1.02  0.1161
H 6.09 -1.63 -5.92  0.0736
H 5.48 -3.11 -5.37  0.0773
H 5.60 0.46 -4.75  0.0976
H 4.94 1.47 -2.56  0.1031
H 3.75 -2.33 -1.13  0.0946
H 4.40 -3.38 -3.29  0.1022
H -1.01 3.23 -0.10  0.0634
H 0.43 5.24 -0.73  0.0791
H 2.76 4.70 -1.53  0.0964
C -7.24 1.51 0.33  -0.0546
C -6.13 0.52 0.06  -0.3769
C -6.36 -0.84 -0.08  -0.0592
C -5.23 -1.63 -0.29  -0.1715
N -4.02 -1.14 -0.36  0.0579
C -3.88 0.18 -0.22  -0.8529
S -2.36 0.93 -0.39  0.5927
N -4.91 1.03 -0.02  0.0642
H -8.22 1.04 0.22  0.0592
H -7.15 2.35 -0.36  0.0696
H -7.13 1.90 1.34  0.0728
H -7.36 -1.26 -0.02  0.0808
H -5.31 -2.71 -0.42  0.0961
C 0.15 -6.40 -0.51  -0.1107
C -0.48 -5.05 -0.14  -0.5986
C -1.75 -4.86 -0.96  -0.1047
C -0.85 -5.09 1.33  -0.1057
Si 0.66 -3.50 -0.42  0.4218
O -0.17 -2.27 0.07  -0.4351
C 1.13 -3.35 -2.27  -0.1943
C 0.93 -2.10 -2.86  -0.0865
C 1.17 -1.88 -4.20  -0.0847
C 1.65 -2.91 -5.00  -0.1198
C 1.89 -4.15 -4.43  -0.1275
C 1.63 -4.36 -3.08  -0.1194
C 2.29 -3.78 0.55  -0.2123
C 3.30 -4.66 0.21  -0.1247
C 4.42 -4.82 1.00  -0.1133
C 4.56 -4.08 2.16  -0.1106
C 3.58 -3.17 2.51  -0.0967
C 2.46 -3.02 1.70  -0.0967
H -0.52 -7.22 -0.24  0.0703
H 1.09 -6.55 0.01  0.0631
H 0.33 -6.46 -1.58  0.0546
H -2.48 -5.65 -0.75  0.0712
H -1.54 -4.86 -2.03  0.0710
H -2.20 -3.90 -0.71  0.0684
H -1.59 -5.87 1.53  0.0716
H -1.28 -4.13 1.62  0.0756
H 0.02 -5.27 1.95  0.0727
H 0.55 -1.30 -2.23  0.0807
H 0.99 -0.91 -4.63  0.1011
H 1.85 -2.75 -6.05  0.0905
H 2.27 -4.96 -5.04  0.0895
H 1.84 -5.33 -2.66  0.0784
H 3.22 -5.23 -0.71  0.0852
H 5.20 -5.52 0.71  0.0866
H 5.44 -4.21 2.78  0.0884
H 3.69 -2.56 3.39  0.1036
H 1.72 -2.28 1.95  0.0850
F -0.03 1.55 2.89  -0.0297
C -0.37 0.26 2.53  -0.6477
F 0.33 -0.50 3.43  -0.0111
F -1.66 0.15 2.98  -0.0184